Density functional theory data (ωB97M-V/def2-TZVPD) for 2 unconnected molecules or ions with the total composition C3H9N2O in a non-equilibrium geometry.

Structure (ORCA input):
```
! wB97M-V def2-TZVPD RIJCOSX def2/J DEFGRID3
* xyz 2 2
C 1.06812 2.15266 -0.08683
C 0.48937 0.92637 -0.81616
N -0.92055 0.71617 -0.67062
O 1.13788 0.12701 -1.44126
H 0.88723 3.00650 -0.74137
H 2.10666 1.88903 0.09015
H 0.46988 2.21178 0.82290
H -1.27392 0.31521 -1.54937
H -1.35593 1.64205 -0.60853
C 0.02241 -2.54439 0.60953
N -0.82218 -1.74650 1.14878
H -0.20080 -3.60925 0.61840
H 0.91180 -2.18444 0.11369
H -0.94628 -0.77934 0.78488
H -1.57370 -2.12289 1.72580
*
```

Energy relative to the best compared isomer or geometry (same formula, charge and spin), kJ/mol: 94.0
Highest occupied orbital energy (spin up / spin down), eV: -22.311 / -22.209
⟨S²⟩: 0.757
Orbital gap (spin up / spin down), eV: 12.94 / 8.39
Total energy, Eh: -303.68340



Density functional theory data (ωB97M-V/def2-TZVPD) for a gas-phase ion, C3H9N2O2 (charge +1) in a non-equilibrium geometry.

Structure (ORCA input):
```
! wB97M-V def2-TZVPD RIJCOSX def2/J DEFGRID3
* xyz 1 1
C -2.02081 0.97269 0.23253
C -1.20630 -0.05588 -0.52946
O -1.53420 -1.35416 -0.25552
N 0.26364 0.14731 -0.24781
C 0.98613 -0.76168 0.24580
N 2.68959 -0.71065 0.23080
O 3.10550 0.55962 -0.08938
H -1.72867 1.98818 -0.01999
H -1.91989 0.82680 1.30802
H -3.06745 0.84290 -0.03446
H -1.28752 0.09418 -1.61571
H -1.99081 -1.44645 0.59339
H 0.66403 1.04635 -0.52527
H 0.62332 -1.73268 0.53966
H 2.99327 -0.95645 1.17230
H 3.43015 0.53991 -1.00490
*
```

SMILES: C[C@H](O)/[NH+]=C/NO
Energy relative to the best compared isomer or geometry (same formula, charge and spin), kJ/mol: 403.9
Highest occupied orbital energy, eV: -14.923
Orbital gap, eV: 10.57
Total energy, Eh: -379.35099



Density functional theory data (ωB97M-V/def2-TZVPD) for 2 unconnected molecules or ions with the total composition C3H9N2O2 in a non-equilibrium geometry.

Structure (ORCA input):
```
! wB97M-V def2-TZVPD RIJCOSX def2/J DEFGRID3
* xyz 1 1
C -0.32760 -0.84799 1.31061
C 0.43053 1.88301 0.35046
C -0.95093 -0.07712 0.17339
N 0.44640 -0.22380 2.02580
N -0.67760 1.14085 -0.16686
O -0.62596 -2.18774 1.27273
O 0.16613 -1.69438 -1.54913
H 1.15364 1.13397 0.57590
H 0.62176 2.76209 -0.25582
H 0.16911 2.42675 1.35318
H -1.84552 -0.57166 -0.38560
H -0.04296 -2.58759 -1.33475
H 0.86756 -0.81485 2.80603
H -1.55156 -2.31138 1.25753
H -0.82307 1.29689 -1.08775
H 1.01000 -1.71710 -1.98280
*
```

Energy relative to the best compared isomer or geometry (same formula, charge and spin), kJ/mol: 307.0
Highest occupied orbital energy, eV: -15.505
Orbital gap, eV: 10.14
Total energy, Eh: -379.38787



Density functional theory data (ωB97M-V/def2-TZVPD) for 2 unconnected molecules or ions with the total composition C3H9N2O2 in a non-equilibrium geometry.

Structure (ORCA input):
```
! wB97M-V def2-TZVPD RIJCOSX def2/J DEFGRID3
* xyz 2 2
O 1.18718 1.65760 2.20715
C 0.32943 1.15455 1.49906
O 0.69816 0.24738 0.55888
C -1.13297 1.49244 1.53566
H 1.67992 0.20428 0.65087
H -1.39665 1.83586 0.53217
H -1.27439 2.26038 2.29922
H -1.66578 0.57087 1.79425
N -0.27412 -2.21273 -0.91184
C -0.37658 -1.71692 -2.12608
N -0.29974 -0.43540 -2.40673
H -0.05408 -1.61711 -0.12256
H -0.35429 -3.21982 -0.84743
H -0.50681 -2.37632 -2.97852
H -0.38922 -0.09097 -3.35369
H -0.01008 0.22569 -1.71036
*
```

Energy relative to the best compared isomer or geometry (same formula, charge and spin), kJ/mol: 18.7
Highest occupied orbital energy (spin up / spin down), eV: -19.537 / -19.536
⟨S²⟩: 0.756
Orbital gap (spin up / spin down), eV: 10.50 / 5.47
Total energy, Eh: -378.97824